C4H8O | ωB97M-V with the def2-TZVPD basis set

The geometry in XYZ format:
```
13
Properties=species:S:1:pos:R:3:forces:R:3:nbo_charge:R:1
O 2.026 0.046 0.307 0.0 0.4 0.0 -0.6638
C -1.069 0.580 0.854 -0.1 0.0 0.1 -0.5992
C -0.144 0.377 -0.363 0.0 0.1 -0.1 -0.3888
C -0.107 -1.072 -0.849 0.1 0.0 0.0 -0.6186
C 1.162 1.014 0.059 -0.1 -0.4 -0.1 0.2692
H -2.120 0.480 0.565 0.2 0.0 0.0 0.2157
H 2.844 0.469 0.609 -0.1 -0.1 0.0 0.5000
H -0.854 -0.163 1.632 0.0 0.1 -0.1 0.2050
H 0.593 -1.185 -1.684 -0.1 0.0 0.1 0.2124
H -0.529 1.023 -1.164 0.1 0.0 0.1 0.2207
H -0.920 1.576 1.282 -0.1 -0.1 0.0 0.2252
H -1.097 -1.392 -1.192 0.1 0.1 0.1 0.2113
H 0.215 -1.753 -0.055 -0.1 0.1 -0.1 0.2109
```
Positions in Å, forces in eV/Å.

frontier orbital gap = 9.32 eV
calculated total energy = -232.3562 Ha
ΔE to the lowest compared entry with this formula, charge and spin = 2.433 eV
M = 72.11 g/mol

C4H8O | ωB97M-V with the def2-TZVPD basis set

The geometry in XYZ format:
```
13
Properties=species:S:1:pos:R:3:forces:R:3:nbo_charge:R:1
O -0.597 -1.600 0.559 0.0 -0.3 0.1 -0.7175
C 0.002 -1.128 -0.589 -0.1 0.1 -0.1 0.0459
C -0.007 0.384 -0.583 0.0 0.1 -0.1 -0.3052
C -1.033 1.118 0.257 0.0 0.0 0.1 -0.6044
C 1.319 0.031 0.006 0.2 0.3 0.1 -0.4812
H -0.796 2.187 0.306 0.0 -0.2 0.0 0.2111
H -0.523 -2.561 0.521 -0.1 0.1 0.1 0.4869
H 0.075 0.795 -1.590 0.0 -0.1 0.1 0.2146
H 1.389 0.012 1.090 -0.1 0.0 -0.2 0.2267
H -2.029 1.014 -0.186 0.1 0.0 0.1 0.2143
H 2.219 0.318 -0.535 -0.1 -0.1 0.0 0.2303
H -1.077 0.726 1.275 0.0 0.0 -0.1 0.2209
H 1.265 -1.229 -0.466 0.1 -0.1 0.0 0.2575
```
Positions in Å, forces in eV/Å.

frontier orbital gap = 9.04 eV
calculated total energy = -232.3148 Ha
ΔE to the lowest compared entry with this formula, charge and spin = 3.561 eV
M = 72.11 g/mol

C4H8O | ωB97M-V with the def2-TZVPD basis set

The geometry in XYZ format:
```
13
Properties=species:S:1:pos:R:3:forces:R:3:nbo_charge:R:1
O 1.823 1.836 0.810 -1.1 -0.5 -2.7 -0.6180
C -1.681 -0.361 0.357 -0.7 2.1 1.7 -0.3821
C 1.763 0.604 1.218 0.4 1.0 1.3 0.3065
C 1.427 -0.343 0.188 -2.3 -0.2 -0.9 -0.7806
C -1.879 -0.344 -0.932 0.6 -0.5 -0.1 -0.3857
H -1.652 0.530 1.061 0.2 -1.0 -1.3 0.2029
H 0.595 -1.066 0.428 1.0 0.9 0.0 0.2652
H 1.194 0.172 -0.762 -0.3 0.0 -0.2 0.1625
H 2.269 -0.927 0.000 1.7 -1.2 -0.1 0.2572
H -1.892 -1.257 -1.477 -0.2 -0.7 -0.3 0.1902
H -1.651 -1.275 0.861 0.0 -1.4 0.8 0.1859
H 1.506 1.914 -0.234 0.9 -0.1 2.6 0.4078
H -1.822 0.517 -1.519 -0.3 1.4 -0.7 0.1883
```
Positions in Å, forces in eV/Å.

frontier orbital gap = 9.30 eV
calculated total energy = -232.2892 Ha
ΔE to the lowest compared entry with this formula, charge and spin = 4.256 eV
M = 72.11 g/mol

C4H8O | ωB97M-V with the def2-TZVPD basis set

The geometry in XYZ format:
```
13
Properties=species:S:1:pos:R:3:forces:R:3:nbo_charge:R:1
O 0.511 0.379 -4.044 -3.2 0.1 -5.6 -0.4312
C 0.213 -1.150 6.366 1.7 2.1 -1.4 -0.3961
C 1.148 -0.309 5.837 -0.9 0.5 -1.1 -0.3867
C -1.101 0.771 -5.965 0.6 1.5 -2.1 -0.1106
C -0.733 0.121 -4.849 6.5 2.4 3.8 0.2796
H -2.137 0.671 -6.246 -0.2 -0.1 -0.3 0.2617
H 1.184 0.137 4.772 -0.7 -1.2 1.6 0.1844
H 1.152 0.876 -4.693 -1.2 -1.0 1.7 0.5228
H -0.458 1.456 -6.560 -0.4 -0.7 0.5 0.2556
H 0.354 -1.401 7.393 -0.3 -0.4 0.5 0.2015
H 1.933 0.210 6.397 -0.2 -0.8 0.3 0.1947
H -1.388 -0.314 -4.223 -2.1 -2.1 1.9 0.2221
H -0.679 -1.446 5.815 0.4 -0.2 0.1 0.2021
```
Positions in Å, forces in eV/Å.

frontier orbital gap (spin up / spin down) = 5.57 / 1.34 eV
net charge = +1
expectation value of S² = 0.76
calculated total energy = -231.9838 Ha
2S+1 = 2
ΔE to the lowest compared entry with this formula, charge and spin = 3.407 eV
M = 72.11 g/mol

C4H8O2 | ωB97M-V with the def2-TZVPD basis set

The geometry in XYZ format:
```
14
Properties=species:S:1:pos:R:3:forces:R:3:nbo_charge:R:1
O 0.862 1.497 0.884 0.1 -0.1 -0.2 -0.7009
O -0.086 0.827 -1.668 -0.4 -0.3 0.0 -0.5632
C 1.342 0.290 1.260 0.1 -0.2 0.1 0.1640
C -0.954 0.004 -1.456 0.2 0.2 -0.1 0.4700
C 1.714 -0.719 0.471 0.0 0.1 0.0 -0.5742
C -1.739 -0.108 -0.185 0.0 0.1 0.0 -0.7377
H -2.810 -0.086 -0.413 0.1 0.0 0.0 0.2367
H 1.390 0.216 2.344 0.0 0.0 -0.1 0.1749
H -1.195 -0.737 -2.245 0.0 0.1 0.1 0.1167
H 1.705 -0.647 -0.613 0.0 0.0 0.2 0.2040
H -1.472 0.692 0.509 -0.1 -0.1 -0.1 0.2472
H 0.695 1.487 -0.080 0.0 0.0 0.1 0.5021
H -1.527 -1.078 0.279 0.0 0.1 -0.1 0.2500
H 2.075 -1.640 0.913 0.0 0.2 0.0 0.2105
```
Positions in Å, forces in eV/Å.

frontier orbital gap = 9.79 eV
calculated total energy = -307.6499 Ha
SMILES = C=CO.CC=O
ΔE to the lowest compared entry with this formula, charge and spin = 1.702 eV
M = 88.11 g/mol

C4H8O2 | ωB97M-V with the def2-TZVPD basis set

The geometry in XYZ format:
```
14
Properties=species:S:1:pos:R:3:forces:R:3:nbo_charge:R:1
O 0.023 -0.826 2.187 -0.3 -1.6 0.1 -0.5400
O -1.243 -0.556 -2.129 0.2 0.2 0.3 -0.7273
C -0.162 0.043 0.041 0.2 0.9 1.1 -0.3602
C 0.562 1.279 1.411 0.1 0.1 -1.5 -0.5103
C -0.131 -1.063 1.007 -0.2 -0.2 0.8 0.3942
C 0.032 -0.374 -1.490 0.7 0.5 0.7 -0.0729
H 0.591 0.392 -2.032 0.1 0.1 0.2 0.1764
H 1.599 1.008 1.628 -0.2 0.1 -0.5 0.2058
H 0.427 2.191 0.866 0.5 0.7 -0.3 0.1771
H 0.599 -1.319 -1.587 -0.1 0.4 0.4 0.1676
H 0.067 1.387 2.413 -0.2 -0.7 -1.5 0.2318
H -1.091 -0.653 -3.086 0.0 0.1 0.6 0.4741
H -0.190 -2.117 0.698 -0.1 0.0 -0.4 0.1299
H -1.083 0.608 0.073 -0.7 -0.4 0.0 0.2538
```
Positions in Å, forces in eV/Å.

frontier orbital gap = 10.19 eV
calculated total energy = -307.5618 Ha
ΔE to the lowest compared entry with this formula, charge and spin = 4.100 eV
M = 88.11 g/mol

C4H8O2 | ωB97M-V with the def2-TZVPD basis set

The geometry in XYZ format:
```
14
Properties=species:S:1:pos:R:3:forces:R:3:nbo_charge:R:1
O 0.865 -1.172 -1.030 -0.7 -0.8 -0.1 -0.8127
O 0.363 -0.726 1.200 0.9 0.9 -0.7 -0.5897
C -0.976 0.293 -0.537 -0.2 0.0 -0.1 -0.4557
C -0.996 -0.296 0.888 0.1 0.3 0.0 -0.0908
C 0.489 0.163 -0.975 0.0 -0.1 0.3 0.0246
C 1.322 0.494 0.226 -0.7 -0.4 1.0 -0.0175
H -1.703 -1.135 0.970 0.6 0.0 0.1 0.2071
H -1.586 -0.287 -1.231 0.0 0.1 0.1 0.2281
H 0.603 -1.368 0.262 0.4 0.2 -1.5 0.5025
H 2.384 0.277 0.020 -0.7 -0.5 0.7 0.2285
H -1.274 0.441 1.645 0.0 0.0 -0.1 0.1864
H 1.148 1.227 0.993 -0.1 0.7 -0.2 0.1871
H -1.326 1.330 -0.541 0.1 -0.1 0.0 0.2052
H 0.685 0.758 -1.891 0.2 -0.3 0.5 0.1970
```
Positions in Å, forces in eV/Å.

frontier orbital gap = 9.63 eV
calculated total energy = -307.5638 Ha
ΔE to the lowest compared entry with this formula, charge and spin = 4.046 eV
M = 88.11 g/mol

C4H8O2 | ωB97M-V with the def2-TZVPD basis set

The geometry in XYZ format:
```
14
Properties=species:S:1:pos:R:3:forces:R:3:nbo_charge:R:1
O -0.784 -1.155 0.215 0.1 -0.3 -0.2 -0.5221
O 1.689 1.124 0.581 0.0 0.1 -0.1 -0.5239
C -1.634 -0.595 -0.762 -0.2 0.1 -0.3 -0.2567
C 0.400 0.837 1.163 -0.3 0.1 0.3 -0.0951
C 1.395 0.190 -0.481 0.0 -0.2 -0.4 -0.1000
C 0.421 -0.521 0.495 0.1 0.0 0.1 0.0723
H -0.369 1.479 0.706 0.1 0.0 0.2 0.1583
H 2.276 -0.340 -0.862 -0.2 0.1 0.2 0.1885
H -1.683 -1.297 -1.602 -0.1 0.2 0.0 0.1806
H 0.893 0.712 -1.311 0.1 -0.2 0.1 0.1639
H 0.324 0.886 2.251 0.3 0.1 -0.1 0.1870
H 1.009 -1.229 1.085 -0.2 0.1 0.0 0.1923
H -1.296 0.381 -1.136 0.0 -0.2 0.1 0.1698
H -2.641 -0.470 -0.342 0.2 0.0 -0.1 0.1851
```
Positions in Å, forces in eV/Å.

frontier orbital gap = 10.72 eV
calculated total energy = -307.6116 Ha
ΔE to the lowest compared entry with this formula, charge and spin = 2.744 eV
M = 88.11 g/mol